An isolated ion of composition C7H10NOS and charge +1 at a distorted geometry, computed with the ωB97M-V functional and the def2-TZVPD basis.

The geometry in XYZ format:
```
20
Properties=species:S:1:pos:R:3:nbo_charge:R:1
C 1.33 -1.64 2.23 -0.354
C 1.08 -0.29 2.17 -0.063
C 1.27 -2.30 1.07 -0.019
C 0.56 0.29 1.00 -0.130
C 0.76 -1.79 -0.12 -0.074
C 0.47 -0.43 -0.21 -0.467
C -2.22 0.45 -0.78 -0.905
N 0.14 1.64 -2.12 -1.073
O -0.59 -0.62 -2.62 -0.893
S -0.58 0.24 -1.51 1.997
H 1.57 -2.13 3.11 0.247
H 1.24 0.47 3.06 0.255
H 1.48 -3.46 1.12 0.246
H 0.32 1.45 0.97 0.216
H 0.58 -2.37 -0.92 0.240
H -2.88 -0.35 -1.28 0.315
H -2.85 1.31 -1.14 0.300
H -2.05 0.10 0.28 0.278
H 0.00 2.50 -1.51 0.412
H 0.36 1.86 -3.11 0.470
```

Values from the calculation:
Multiplicity   3
Strongest force on any atom   6.50 eV/A
ΔE to the lowest compared entry with this formula, charge and spin   387.9 kJ/mol
HOMO energy (alpha / beta)   -9.57 / -14.04 eV
Total charge   +1
<S²>   2.011

=====

C34H21Br2ClF5HoIN3O2 as an isolated structure, computed with the ωB97M-V functional and the def2-TZVPD basis.

The geometry in XYZ format:
```
70
Properties=species:S:1:pos:R:3:nbo_charge:R:1
Ho 0.09 -0.33 0.12 1.734
Br -0.37 1.06 -2.52 0.149
C -1.71 2.32 -2.02 -0.047
C -2.13 3.17 -3.00 -0.250
C -3.12 4.13 -2.67 -0.222
C -3.60 4.20 -1.40 -0.196
C -3.14 3.32 -0.39 0.026
C -3.62 3.45 0.94 -0.243
C -3.14 2.62 1.91 -0.193
C -2.20 1.61 1.58 -0.264
C -1.70 1.39 0.32 -0.457
C -2.18 2.30 -0.68 -0.147
H -1.71 3.12 -3.99 0.225
H -3.47 4.81 -3.44 0.217
H -4.35 4.94 -1.14 0.208
H -4.34 4.22 1.16 0.207
H -3.48 2.73 2.93 0.207
H -1.86 1.01 2.41 0.194
Cl 2.64 3.67 5.68 -0.007
C 2.26 2.41 4.54 -0.043
C 2.37 1.11 4.92 -0.231
C 2.07 0.07 4.01 -0.226
I 2.23 -1.91 4.62 0.140
C 1.65 0.33 2.72 0.304
O 1.37 -0.59 1.83 -0.843
C 1.53 1.71 2.35 0.175
N 1.08 1.93 1.08 -0.470
C 0.93 3.17 0.67 0.088
C 1.23 4.28 1.48 -0.243
C 1.67 4.08 2.75 -0.131
C 1.82 2.76 3.23 -0.116
H 2.70 0.87 5.92 0.239
H 0.55 3.30 -0.34 0.207
H 1.10 5.28 1.08 0.226
H 1.89 4.91 3.41 0.234
C -4.07 -3.19 -3.07 -0.633
C -3.61 -2.86 -1.68 -0.041
C -4.26 -3.32 -0.55 -0.148
C -3.79 -3.00 0.72 -0.253
C -2.66 -2.21 0.78 0.166
Br -1.90 -1.76 2.46 0.161
N -2.02 -1.75 -0.28 -0.495
C -2.48 -2.08 -1.49 0.080
H -4.98 -3.79 -3.05 0.219
H -3.31 -3.76 -3.62 0.233
H -4.28 -2.28 -3.64 0.230
H -5.15 -3.93 -0.64 0.222
H -4.28 -3.34 1.62 0.238
H -1.91 -1.70 -2.32 0.223
F 5.76 -1.08 -3.88 -0.291
C 4.54 -1.20 -3.34 0.228
C 3.66 -2.17 -3.81 0.269
F 4.04 -2.97 -4.80 -0.292
C 2.40 -2.31 -3.27 0.296
F 1.59 -3.26 -3.75 -0.306
C 1.95 -1.49 -2.22 0.228
O 0.78 -1.59 -1.66 -0.815
C 2.87 -0.53 -1.80 0.219
F 2.45 0.28 -0.79 -0.292
C 4.13 -0.37 -2.32 0.292
F 4.95 0.58 -1.85 -0.288
C 3.87 -3.27 0.69 -0.594
C 2.72 -4.15 1.19 -0.512
C 1.43 -3.50 0.94 0.428
N 0.49 -2.90 0.69 -0.393
H 4.82 -3.75 0.91 0.221
H 3.85 -2.30 1.20 0.232
H 3.80 -3.10 -0.38 0.218
H 2.80 -4.32 2.26 0.254
H 2.72 -5.12 0.70 0.248
```

Values from the calculation:
Multiplicity   5
Strongest force on any atom   0.66 eV/A
ΔE to the lowest compared entry with this formula, charge and spin   0.0 kJ/mol
HOMO energy (alpha / beta)   -7.74 / -7.74 eV
<S²>   6.004

=====

C11H13BClF4N2O2PtSe4 as an isolated structure, computed with the ωB97M-V functional and the def2-TZVPD basis.

The geometry in XYZ format:
```
39
Properties=species:S:1:pos:R:3:nbo_charge:R:1
Pt -1.45 -0.35 0.54 0.987
Se -1.57 -0.90 3.18 -0.218
Se -3.52 -1.82 3.84 0.165
Se -4.80 -2.44 2.06 -0.264
Se -2.90 -2.26 -0.20 -0.067
C 0.13 -0.92 -3.58 -0.673
C -0.15 -0.73 -2.13 0.221
N -1.11 0.02 -1.72 -0.174
O -1.88 0.58 -2.71 -0.570
C 0.66 -1.38 -1.11 0.044
C 1.97 -2.02 -1.42 -0.658
N 0.23 -1.37 0.13 0.019
O 0.86 -1.92 1.07 -0.523
H -0.81 -1.02 -4.13 0.245
H 0.74 -1.81 -3.75 0.219
H 0.66 -0.05 -3.98 0.236
H -2.45 1.19 -2.21 0.515
H 2.47 -1.50 -2.24 0.210
H 1.87 -3.08 -1.69 0.216
H 2.60 -1.97 -0.53 0.253
F -2.99 2.24 -0.85 -0.575
B -3.95 1.74 0.07 1.362
F -3.21 0.85 0.98 -0.555
F -4.89 0.98 -0.59 -0.551
F -4.48 2.76 0.82 -0.545
Cl 1.66 2.13 -1.21 -0.030
C 2.09 1.41 0.33 -0.025
C 3.43 1.14 0.55 -0.241
C 3.84 0.65 1.77 -0.223
C 2.91 0.45 2.77 -0.228
C 1.57 0.71 2.53 -0.118
C 1.11 1.18 1.30 -0.076
C -0.35 1.36 1.08 -0.661
H 4.14 1.34 -0.24 0.217
H 4.89 0.44 1.94 0.205
H 3.21 0.07 3.74 0.207
H 0.84 0.54 3.31 0.206
H -0.57 2.07 0.28 0.231
H -0.83 1.70 1.99 0.217
```

Values from the calculation:
Multiplicity   5
Strongest force on any atom   0.27 eV/A
ΔE to the lowest compared entry with this formula, charge and spin   1.7 kJ/mol
HOMO energy (alpha / beta)   -4.31 / -5.21 eV
Total charge   -1
<S²>   6.020

=====

C19H22N3O7Ru as an isolated structure, computed with the ωB97M-V functional and the def2-TZVPD basis.

The geometry in XYZ format:
```
52
Properties=species:S:1:pos:R:3:nbo_charge:R:1
Ru -0.20 -0.09 0.60 0.861
O -0.39 1.05 4.57 -0.643
C -0.60 0.80 3.29 0.836
O -0.27 -0.24 2.76 -0.571
C -1.47 1.84 2.62 -0.167
O -1.43 1.67 1.21 -0.514
C -1.10 2.81 0.41 -0.024
C 1.19 2.06 1.16 0.820
O 1.19 2.38 2.35 -0.714
O 1.69 1.01 0.65 -0.724
H 0.18 0.35 4.91 0.509
H -1.17 2.84 2.92 0.240
H -2.50 1.64 2.94 0.218
H -1.58 3.71 0.81 0.196
H -1.56 2.59 -0.55 0.206
C 0.63 -0.90 -2.09 -0.412
N 0.00 0.33 -1.55 -0.386
C -1.27 0.51 -2.27 -0.423
C 0.94 1.44 -1.89 -0.282
C 0.74 2.81 -1.29 0.152
C 0.95 3.87 -2.12 -0.267
C 1.04 5.20 -1.66 -0.190
C 0.98 5.46 -0.28 -0.262
C 0.74 4.46 0.60 -0.111
C 0.44 3.05 0.18 -0.351
H 0.88 -0.77 -3.15 0.179
H -0.08 -1.73 -2.00 0.207
H 1.52 -1.13 -1.52 0.234
H -1.13 0.30 -3.34 0.187
H -1.61 1.55 -2.18 0.200
H -2.03 -0.15 -1.86 0.237
H 0.92 1.55 -2.98 0.184
H 1.94 1.10 -1.60 0.250
H 1.09 3.68 -3.18 0.205
H 1.21 6.00 -2.37 0.208
H 1.15 6.46 0.09 0.217
H 0.72 4.63 1.67 0.228
O -1.88 -1.19 0.24 -0.478
N -1.69 -2.46 0.19 0.143
N -0.49 -2.83 0.34 0.121
O 0.54 -2.02 0.54 -0.546
C -0.20 -4.24 0.30 0.179
C -1.23 -5.17 0.33 -0.240
C -0.90 -6.52 0.28 -0.201
C 0.42 -6.92 0.22 -0.212
C 1.43 -5.98 0.20 -0.199
C 1.13 -4.62 0.24 -0.240
H -2.25 -4.84 0.39 0.241
H -1.70 -7.25 0.30 0.217
H 0.66 -7.98 0.18 0.216
H 2.47 -6.29 0.15 0.218
H 1.90 -3.87 0.24 0.252
```

Values from the calculation:
Multiplicity   2
Strongest force on any atom   0.72 eV/A
ΔE to the lowest compared entry with this formula, charge and spin   196.9 kJ/mol
HOMO energy (alpha / beta)   -6.92 / -7.33 eV
<S²>   0.790

=====

A 8-piece molecular cluster, C16H32Cl16 overall at a distorted geometry, computed with the ωB97M-V functional and the def2-TZVPD basis.

The geometry in XYZ format:
```
64
Properties=species:S:1:pos:R:3:nbo_charge:R:1
Cl -10.31 -14.05 19.98 -0.071
C -8.62 -13.80 19.48 -0.378
C -7.77 -15.08 19.57 -0.419
Cl -6.17 -14.68 19.04 -0.037
H -8.21 -12.99 20.10 0.222
H -8.65 -13.55 18.42 0.218
H -8.21 -15.79 18.88 0.220
H -7.68 -15.50 20.57 0.238
Cl -0.37 -13.60 18.98 -0.069
C -2.13 -13.80 19.28 -0.378
C -2.40 -13.88 20.82 -0.399
Cl -1.82 -12.38 21.56 -0.074
H -2.58 -14.71 18.89 0.227
H -2.61 -12.94 18.81 0.218
H -1.95 -14.76 21.27 0.228
H -3.46 -13.97 21.06 0.235
Cl -9.42 -22.59 21.87 -0.042
C -9.46 -22.57 20.15 -0.446
C -8.10 -22.93 19.61 -0.522
Cl -7.01 -21.59 19.89 -0.104
H -9.68 -21.57 19.79 0.212
H -10.27 -23.23 19.83 0.217
H -8.32 -23.14 18.56 0.213
H -7.67 -23.80 20.11 0.226
Cl -4.86 -16.41 22.03 -0.093
C -5.02 -17.58 20.68 -0.385
C -5.02 -19.07 21.06 -0.436
Cl -3.76 -19.50 22.23 -0.168
H -4.16 -17.39 20.04 0.220
H -5.87 -17.28 20.06 0.218
H -4.87 -19.73 20.20 0.240
H -6.01 -19.20 21.48 0.215
Cl -1.20 -21.44 15.73 -0.094
C -1.22 -21.64 17.54 -0.519
C -1.42 -20.34 18.29 -0.442
Cl -3.14 -19.86 18.26 -0.105
H -0.26 -22.03 17.87 0.217
H -1.92 -22.39 17.92 0.208
H -0.74 -19.53 18.01 0.236
H -1.23 -20.55 19.34 0.202
Cl -8.66 -18.33 21.09 -0.059
C -10.19 -18.45 20.24 -0.414
C -11.24 -19.27 21.14 -0.394
Cl -11.83 -18.46 22.64 -0.062
H -10.03 -18.85 19.24 0.238
H -10.53 -17.41 20.23 0.227
H -11.00 -20.29 21.42 0.231
H -12.11 -19.37 20.49 0.206
Cl -1.36 -17.46 20.01 -0.058
C -0.11 -17.62 21.24 -0.420
C 0.73 -18.85 20.99 -0.435
Cl 1.83 -18.53 19.57 -0.105
H -0.63 -17.69 22.20 0.231
H 0.50 -16.72 21.25 0.224
H 0.08 -19.70 20.76 0.210
H 1.40 -19.01 21.83 0.222
Cl -8.88 -19.43 16.92 -0.061
C -7.25 -19.91 16.61 -0.465
C -6.18 -18.82 16.73 -0.380
Cl -6.31 -17.52 15.49 -0.098
H -7.22 -20.21 15.56 0.217
H -6.97 -20.76 17.22 0.240
H -5.20 -19.20 16.44 0.247
H -6.22 -18.33 17.70 0.214
```

Values from the calculation:
Multiplicity   2
Strongest force on any atom   2.71 eV/A
ΔE to the lowest compared entry with this formula, charge and spin   14.1 kJ/mol
HOMO energy (alpha / beta)   0.44 / -8.29 eV
Total charge   -1
<S²>   0.750